1.
One molecule with the formula C18H22N4S. Source: the Open Molecules 2025 dataset; level of theory: ωB97M-V with the def2-TZVPD basis set.

Structure (ORCA input):
```
! wB97M-V def2-TZVPD RIJCOSX def2/J DEFGRID3
* xyz 0 1
C 1.57 2.59 -0.59
H 1.00 3.50 -0.41
H 2.43 2.83 -1.21
H 0.94 1.89 -1.15
C 2.03 1.97 0.72
C 2.87 0.75 0.43
C 4.25 0.89 0.31
C 5.05 -0.17 -0.08
C 4.48 -1.40 -0.34
C 3.11 -1.57 -0.21
C 2.30 -0.50 0.17
N 0.93 -0.74 0.36
C 0.16 -1.47 -0.50
N -0.90 -2.11 0.05
C -1.16 -2.18 1.47
H -1.50 -3.20 1.69
C -2.25 -1.16 1.86
N -2.97 -0.76 0.67
C -2.62 0.43 0.08
N -1.93 1.28 0.84
C -1.66 2.49 0.38
C -2.03 2.93 -0.87
C -2.71 2.04 -1.69
C -3.02 0.78 -1.22
H -3.56 0.09 -1.85
H -3.01 2.33 -2.69
H -1.78 3.93 -1.21
H -1.12 3.13 1.07
C -3.32 -1.92 -0.13
H -4.04 -1.66 -0.90
C -2.03 -2.52 -0.75
H -2.09 -3.62 -0.78
H -1.87 -2.16 -1.76
H -3.80 -2.63 0.54
H -1.83 -0.25 2.30
H -2.96 -1.60 2.57
H -0.23 -2.01 2.03
S 0.49 -1.59 -2.11
H 0.45 -0.14 1.01
H 2.66 -2.53 -0.40
H 5.09 -2.24 -0.65
H 6.12 -0.03 -0.17
H 4.69 1.85 0.50
H 2.63 2.69 1.27
H 1.16 1.72 1.34
*
```

Relative energy (zero: lowest compared OMol25 entry of this formula, charge and spin) in kJ/mol: 33.6
SMILES: CCc1ccccc1NC(=S)N1CCN(c2ccccn2)CC1


2.
C18H22N6O2RuS3 as an isolated structure in a non-equilibrium geometry. Source: the Open Molecules 2025 dataset; level of theory: ωB97M-V with the def2-TZVPD basis set.

Structure (ORCA input):
```
! wB97M-V def2-TZVPD RIJCOSX def2/J DEFGRID3
* xyz 1 6
Ru 12.24 8.32 8.90
C 9.62 11.94 9.48
C 10.04 10.49 9.66
N 11.27 10.20 9.88
N 12.14 11.32 10.12
C 13.23 11.26 9.44
S 13.40 10.28 8.06
S 14.54 12.28 9.98
C 15.32 12.84 8.44
C 14.40 13.38 7.36
C 13.60 14.46 7.65
C 12.78 14.89 6.66
C 12.67 14.20 5.47
C 13.47 13.11 5.20
C 14.32 12.65 6.17
C 9.00 9.37 9.57
C 7.63 9.72 9.38
C 6.66 8.80 9.41
C 6.98 7.40 9.50
C 8.30 7.05 9.67
C 9.38 7.99 9.67
O 10.58 7.47 9.62
H 8.71 12.20 10.06
H 9.51 12.20 8.41
H 10.46 12.53 9.73
H 15.88 12.07 7.91
H 16.03 13.61 8.86
H 13.63 14.88 8.65
H 12.12 15.76 6.77
H 11.90 14.54 4.75
H 13.42 12.61 4.21
H 14.94 11.69 6.02
H 7.36 10.71 9.21
H 5.60 9.15 9.44
H 6.18 6.67 9.54
H 8.56 6.02 9.91
N 10.83 5.75 5.08
C 10.98 6.35 6.27
N 10.32 5.86 7.30
S 12.08 7.62 6.49
H 10.12 5.07 4.99
H 11.40 5.98 4.27
H 9.59 5.12 7.09
H 10.25 6.35 8.23
N 15.68 6.38 10.83
C 14.82 7.34 10.64
N 15.22 8.64 10.91
O 13.66 7.16 10.19
H 16.58 6.62 11.15
H 15.31 5.47 10.69
H 16.10 8.87 11.27
H 14.53 9.35 10.86
*
```


3.
One molecule with the formula C18H23BrFN3O4 in a non-equilibrium geometry. Source: the Open Molecules 2025 dataset; level of theory: ωB97M-V with the def2-TZVPD basis set.

Structure (ORCA input):
```
! wB97M-V def2-TZVPD RIJCOSX def2/J DEFGRID3
* xyz 0 1
O -0.99 1.78 0.98
F -0.68 -4.46 -6.44
Br 3.60 -1.74 0.15
N 1.06 -0.73 -0.48
O -1.66 -4.57 -4.37
O 1.49 4.75 2.86
O 1.86 0.71 4.33
C 0.02 1.05 0.81
C -0.03 0.03 -0.22
C 2.21 -0.52 0.28
C 2.30 0.41 1.31
C -0.76 -2.36 -3.97
C -2.38 -3.30 -2.49
C -1.58 -3.43 -3.62
C -1.33 -1.23 -1.91
C -0.60 -1.23 -3.13
C -2.30 -2.22 -1.64
N -1.20 -0.20 -0.96
N 1.19 1.27 1.57
C 0.16 5.27 2.92
C 0.52 0.41 4.75
C -0.54 -4.94 -5.20
C 0.19 0.01 -3.54
C -3.20 -2.23 -0.41
C 1.67 3.63 1.96
C 2.11 1.99 3.79
C 1.23 2.32 2.60
H 3.23 0.44 1.92
H -0.22 -2.32 -4.92
H -3.03 -4.16 -2.27
H -2.03 0.26 -0.58
H 0.11 6.18 3.57
H -0.16 5.55 1.90
H -0.59 4.56 3.32
H 0.52 -0.57 5.27
H 0.14 1.16 5.43
H -0.14 0.33 3.87
H 0.41 -4.63 -4.79
H -0.61 -6.02 -5.30
H 1.10 0.02 -2.92
H -0.40 0.96 -3.41
H 0.51 -0.03 -4.60
H -3.31 -1.24 0.04
H -2.87 -2.95 0.35
H -4.25 -2.58 -0.68
H 1.11 3.83 1.05
H 2.73 3.55 1.71
H 3.17 2.06 3.51
H 1.94 2.72 4.57
H 0.25 2.41 3.02
*
```

Relative energy (zero: lowest compared OMol25 entry of this formula, charge and spin) in kJ/mol: 0.0
SMILES: COCC(COC)n1cc(Br)nc(Nc2c(C)cc(OCF)cc2C)c1=O


4.
One molecule with the formula C18H23BrNO3P in a non-equilibrium geometry. Source: the Open Molecules 2025 dataset; level of theory: ωB97M-V with the def2-TZVPD basis set.

Structure (ORCA input):
```
! wB97M-V def2-TZVPD RIJCOSX def2/J DEFGRID3
* xyz 0 1
C -1.18 3.81 1.97
C 0.15 3.27 2.46
H 0.97 3.67 1.85
H 0.31 3.53 3.51
O 0.20 1.85 2.41
P 0.59 1.13 1.01
O 1.30 2.04 0.10
O 1.43 -0.15 1.49
C 2.85 -0.05 1.51
C 3.34 0.62 2.78
H 2.99 1.65 2.81
H 2.96 0.10 3.66
H 4.43 0.61 2.81
H 3.18 0.51 0.64
H 3.21 -1.08 1.44
H -1.28 3.60 0.90
H -2.00 3.34 2.50
H -1.22 4.88 2.12
C -0.99 0.41 0.31
N -0.87 0.21 -1.11
H -0.72 1.11 -1.56
C 0.22 -0.68 -1.48
C 0.27 -0.79 -2.98
C -0.35 -1.84 -3.64
C -0.34 -1.90 -5.03
C 0.30 -0.92 -5.76
C 0.93 0.13 -5.11
C 0.91 0.20 -3.72
H 1.40 1.01 -3.21
H 1.43 0.90 -5.67
H 0.32 -0.97 -6.84
H -0.82 -2.73 -5.53
H -0.85 -2.61 -3.07
H 1.19 -0.30 -1.11
H 0.04 -1.66 -1.03
C -1.47 -0.82 1.03
C -1.22 -1.00 2.38
C -1.68 -2.13 3.04
C -2.41 -3.07 2.33
C -2.69 -2.90 0.99
C -2.22 -1.77 0.34
H -2.44 -1.61 -0.70
H -3.26 -3.64 0.45
Br -3.04 -4.63 3.23
H -1.48 -2.27 4.09
H -0.65 -0.26 2.92
H -1.74 1.20 0.47
*
```

Relative energy (zero: lowest compared OMol25 entry of this formula, charge and spin) in kJ/mol: 8.8
SMILES: CCOP(=O)(OCC)[C@@H](NCc1ccccc1)c1ccc(Br)cc1


5.
C18H23Cl5IIrN4O2S5 as an isolated structure. Source: the Open Molecules 2025 dataset; level of theory: ωB97M-V with the def2-TZVPD basis set.

Structure (ORCA input):
```
! wB97M-V def2-TZVPD RIJCOSX def2/J DEFGRID3
* xyz 2 5
Ir -0.19 0.04 0.78
N 4.09 2.69 2.78
C 2.80 1.86 2.67
C 3.10 0.53 1.98
C 3.12 0.59 0.43
N 2.01 -0.23 -0.08
C 2.98 2.01 -0.12
C 1.79 2.77 0.45
N 0.54 2.22 -0.15
C 1.70 2.67 2.00
H 4.81 2.17 3.29
H 3.92 3.56 3.28
H 4.46 2.91 1.86
H 2.52 1.66 3.70
H 2.31 -0.15 2.29
H 4.04 0.11 2.36
H 4.07 0.18 0.08
H 2.11 -1.21 0.19
H 1.99 -0.21 -1.10
H 2.88 1.95 -1.21
H 3.91 2.57 0.03
H 1.88 3.82 0.18
H 0.64 2.18 -1.16
H -0.23 2.85 0.04
H 0.77 2.16 2.26
H 1.64 3.66 2.45
Cl -2.90 -6.75 -0.33
C -1.94 -5.36 -0.05
C -2.50 -4.09 -0.10
Cl -4.17 -3.88 -0.42
C -1.69 -2.98 0.13
Cl -2.35 -1.38 0.07
C -0.34 -3.07 0.44
O 0.41 -2.02 0.71
C 0.20 -4.36 0.48
Cl 1.88 -4.49 0.87
C -0.57 -5.48 0.24
Cl 0.14 -7.03 0.31
N -1.47 -0.22 4.66
C -0.42 -0.81 4.09
O 0.23 -0.31 3.16
C -0.05 -2.17 4.62
I -1.35 -3.62 3.72
H -1.86 0.63 4.26
H -2.01 -0.69 5.37
H -0.20 -2.25 5.69
H 0.96 -2.43 4.34
C -2.74 6.43 1.18
S -2.07 4.81 1.58
C -3.01 3.78 0.59
C -2.87 2.37 0.68
S -1.88 1.59 1.85
S -3.84 1.49 -0.42
C -4.63 2.84 -1.19
S -5.74 2.68 -2.35
S -4.09 4.38 -0.59
H -2.33 7.11 1.92
H -3.83 6.42 1.26
H -2.43 6.75 0.18
*
```

Relative energy (zero: lowest compared OMol25 entry of this formula, charge and spin) in kJ/mol: 44.6


6.
One molecule with the formula C18H23F2NO4 in a non-equilibrium geometry. Source: the Open Molecules 2025 dataset; level of theory: ωB97M-V with the def2-TZVPD basis set.

Structure (ORCA input):
```
! wB97M-V def2-TZVPD RIJCOSX def2/J DEFGRID3
* xyz 0 1
O 3.82 0.94 0.64
C 3.05 0.30 1.31
N 1.76 0.65 1.60
C 1.00 1.70 1.07
C 1.42 2.45 -0.02
C 0.60 3.44 -0.53
C -0.64 3.67 0.05
C -1.06 2.94 1.15
C -0.24 1.96 1.66
H -0.56 1.38 2.52
H -2.02 3.14 1.59
O -1.46 4.69 -0.48
C -2.40 4.29 -1.33
F -1.89 3.64 -2.41
F -3.28 3.41 -0.79
H -2.97 5.17 -1.69
H 0.91 4.02 -1.38
H 2.38 2.26 -0.46
H 1.27 0.04 2.24
C 3.44 -1.02 1.99
H 4.20 -1.51 1.37
H 3.85 -0.81 2.99
O 2.32 -1.87 2.17
C 2.06 -2.75 1.17
O 2.78 -2.89 0.22
C 0.77 -3.49 1.41
H 0.79 -3.90 2.43
H 0.72 -4.31 0.70
C -0.44 -2.56 1.27
H -0.47 -1.88 2.13
H -1.34 -3.17 1.30
C -0.44 -1.71 -0.01
C -1.67 -0.81 -0.03
C -1.67 0.09 -1.27
C -1.65 -0.76 -2.53
C -0.43 -1.68 -2.52
C -0.42 -2.57 -1.28
H 0.47 -3.19 -1.30
H -1.30 -3.22 -1.29
H -0.43 -2.31 -3.42
H 0.48 -1.08 -2.54
H -1.62 -0.11 -3.41
H -2.56 -1.36 -2.58
H -0.79 0.73 -1.25
H -2.55 0.73 -1.26
H -1.70 -0.19 0.87
H -2.57 -1.42 -0.04
H 0.45 -1.08 -0.02
*
```

Relative energy (zero: lowest compared OMol25 entry of this formula, charge and spin) in kJ/mol: 0.0
SMILES: O=C(COC(=O)CCC1CCCCC1)Nc1ccc(OC(F)F)cc1


7.
A 2-piece molecular cluster, C18H23FN3 overall in a non-equilibrium geometry. Source: the Open Molecules 2025 dataset; level of theory: ωB97M-V with the def2-TZVPD basis set.

Structure (ORCA input):
```
! wB97M-V def2-TZVPD RIJCOSX def2/J DEFGRID3
* xyz 1 1
F 2.23 5.98 0.19
C 1.76 4.68 0.09
C 2.70 3.66 0.04
C 2.23 2.34 -0.06
C 0.87 2.09 -0.10
C -0.11 3.14 -0.04
C -1.46 2.73 -0.08
C -2.68 3.46 -0.05
C -3.87 2.67 0.02
C -5.13 3.25 0.06
C -5.26 4.64 0.02
C -4.11 5.45 -0.06
C -2.84 4.88 -0.10
C 0.39 4.48 0.07
H 3.77 3.88 0.07
H 2.93 1.51 -0.10
H 0.49 1.07 -0.18
H -1.59 1.65 -0.13
H -3.75 1.59 0.05
H -6.01 2.61 0.11
H -6.25 5.10 0.05
H -4.22 6.53 -0.08
H -1.98 5.53 -0.19
H -0.28 5.33 0.15
C 2.82 -4.29 1.53
N 2.14 -3.35 0.68
C 2.28 -1.97 1.07
C 1.22 -3.61 -0.30
N 0.62 -2.56 -0.79
N 1.00 -4.90 -0.74
C 1.30 -6.11 -0.02
C 0.33 -5.16 -2.01
H 3.23 -5.14 0.97
H 3.66 -3.74 1.98
H 2.18 -4.64 2.35
H 1.86 -1.35 0.28
H 1.74 -1.77 2.01
H 3.34 -1.75 1.24
H -0.11 -2.84 -1.44
H 1.22 -5.99 1.06
H 0.57 -6.87 -0.32
H 2.29 -6.51 -0.29
H 0.27 -4.23 -2.58
H 0.89 -5.91 -2.58
H -0.69 -5.56 -1.85
*
```

Relative energy (zero: lowest compared OMol25 entry of this formula, charge and spin) in kJ/mol: 201.1


8.
C18H23I2N4OOsS as an isolated structure. Source: the Open Molecules 2025 dataset; level of theory: ωB97M-V with the def2-TZVPD basis set.

Structure (ORCA input):
```
! wB97M-V def2-TZVPD RIJCOSX def2/J DEFGRID3
* xyz 3 5
Os 0.92 0.23 -0.16
I 5.39 -5.66 -1.94
C 3.97 -4.36 -1.36
C 2.65 -4.81 -1.15
C 1.70 -3.92 -0.75
I -0.26 -4.53 -0.48
C 2.05 -2.55 -0.52
O 1.11 -1.72 -0.10
C 3.39 -2.10 -0.74
C 3.80 -0.69 -0.45
N 2.87 0.33 -1.04
C 3.35 1.73 -0.81
C 2.22 2.69 -1.03
C 2.38 3.95 -1.53
C 1.27 4.78 -1.66
C 0.02 4.30 -1.29
C -0.09 3.02 -0.80
N 0.99 2.22 -0.67
C 4.32 -3.00 -1.16
H 2.39 -5.85 -1.32
H 4.80 -0.51 -0.84
H 3.83 -0.50 0.63
H 2.81 0.17 -2.05
H 4.20 1.96 -1.45
H 3.68 1.79 0.23
H 3.37 4.30 -1.81
H 1.38 5.78 -2.06
H -0.87 4.92 -1.38
H -1.04 2.61 -0.50
H 5.35 -2.69 -1.33
C -3.93 -2.69 0.54
C -3.82 -1.43 1.38
N -2.41 -0.95 1.40
C -1.94 0.23 1.76
S -0.16 0.49 1.86
N -2.65 1.25 2.19
C -4.11 1.39 2.43
C -4.84 1.94 1.22
H -4.97 -2.98 0.47
H -3.38 -3.51 1.00
H -3.56 -2.52 -0.47
H -4.13 -1.63 2.40
H -4.45 -0.65 0.97
H -1.71 -1.66 1.22
H -2.10 2.07 2.40
H -4.19 2.07 3.28
H -4.52 0.44 2.76
H -4.50 2.95 0.97
H -5.91 1.99 1.43
H -4.70 1.30 0.34
*
```


9.
C18H23IMnN3O4 as an isolated structure in a non-equilibrium geometry. Source: the Open Molecules 2025 dataset; level of theory: ωB97M-V with the def2-TZVPD basis set.

Structure (ORCA input):
```
! wB97M-V def2-TZVPD RIJCOSX def2/J DEFGRID3
* xyz -1 6
Mn -0.72 -0.59 0.91
I -3.11 -1.87 1.22
C 1.14 1.22 4.33
C 2.24 2.14 4.45
C 3.14 2.36 3.19
O 4.19 2.97 3.34
C 2.67 1.86 1.94
C 1.55 1.07 1.86
C 0.71 0.79 3.09
O -0.30 -0.03 3.02
O 1.25 0.47 0.74
O 2.48 2.73 5.49
H 0.63 0.93 5.24
H 3.35 2.02 1.11
C 3.33 -1.79 3.42
C 3.83 -1.55 2.02
C 3.20 -2.43 0.92
C 1.74 -2.47 1.08
N 0.59 -2.52 1.25
H 3.98 -1.41 4.21
H 3.29 -2.86 3.67
H 2.33 -1.40 3.57
H 4.91 -1.71 1.95
H 3.61 -0.53 1.70
H 3.51 -3.47 1.09
H 3.47 -2.15 -0.09
C 0.45 -2.32 -4.64
C -0.60 -1.16 -4.61
C -1.76 -1.46 -3.66
C -1.28 -1.28 -2.26
N -0.90 -1.09 -1.20
H 0.09 -3.31 -4.92
H 0.93 -2.33 -3.66
H 1.11 -2.01 -5.46
H -1.02 -1.06 -5.61
H 0.04 -0.31 -4.39
H -2.09 -2.50 -3.75
H -2.63 -0.84 -3.83
C -4.31 3.55 -2.16
C -4.91 2.45 -1.22
C -4.01 1.21 -1.30
C -2.86 1.32 -0.37
N -1.99 1.39 0.37
H -5.04 4.26 -2.55
H -3.78 3.07 -2.98
H -3.55 4.14 -1.65
H -5.94 2.27 -1.51
H -4.96 2.88 -0.22
H -3.54 1.06 -2.27
H -4.48 0.31 -0.90
*
```

Relative energy (zero: lowest compared OMol25 entry of this formula, charge and spin) in kJ/mol: 50.3


10.
C18H23InO3PS as an isolated structure in a non-equilibrium geometry. Source: the Open Molecules 2025 dataset; level of theory: ωB97M-V with the def2-TZVPD basis set.

Structure (ORCA input):
```
! wB97M-V def2-TZVPD RIJCOSX def2/J DEFGRID3
* xyz 3 1
C 4.07 0.61 -0.07
C 3.89 1.37 -1.38
C 4.02 0.36 -2.54
C 2.51 2.02 -1.52
C 2.01 2.63 -0.19
C 0.72 2.11 0.25
C 0.38 1.78 1.53
P 1.49 2.08 3.02
S 0.38 2.80 4.46
C -1.04 1.26 1.81
O -1.61 1.48 2.82
C -1.66 0.51 0.68
C -2.60 -0.48 0.94
C -3.20 -1.13 -0.17
C -4.27 -2.09 0.05
C -3.73 -3.42 0.79
C -2.31 -3.83 0.41
O -4.65 -4.38 0.51
C -2.80 -0.81 -1.48
C -1.86 0.19 -1.71
C -1.30 0.84 -0.61
C -0.34 1.94 -0.81
O -0.44 2.70 -1.70
H 4.27 1.30 0.75
H 3.16 0.04 0.15
H 4.93 -0.04 -0.13
H 4.70 2.08 -1.54
H 3.39 -0.49 -2.29
H 5.03 0.02 -2.67
H 3.61 0.76 -3.46
H 2.57 2.80 -2.27
H 1.84 1.27 -1.92
H 2.75 2.56 0.60
H 1.85 3.70 -0.35
H 2.12 0.88 3.43
H 2.47 3.02 2.68
H -2.92 -0.70 1.94
H -4.77 -2.38 -0.86
H -5.01 -1.65 0.72
H -3.75 -3.21 1.87
H -2.15 -3.78 -0.66
H -2.14 -4.86 0.71
H -1.54 -3.22 0.89
H -4.25 -5.26 0.44
H -3.25 -1.31 -2.32
H -1.57 0.46 -2.71
In 0.97 -0.52 1.95
*
```


Calculated total energy readings, ordered: -1316.3311; -2467.3457; -3838.7512; -3895.6357; -5762.5504; -1255.2128; -963.5090; -2077.2133; -2613.7384; -1853.7454 a.u.